Density functional theory data (ωB97M-V/def2-TZVPD) for C8H16N2O3S2 in the gas phase in a non-equilibrium geometry.

## Properties
E_LUMO in Eh: 0.01194
E_tot in eV: -39347.1715
Energy relative to the best compared isomer or geometry (same formula, charge and spin) in kJ/mol: 232.1
SMILES: CSCC[C@H](N)C(=O)N[C@@H](CS)C(=O)O
HOMO energy in eV: -8.9
F_max in eV/A: 6.33

Element x y z (Å)
C (1.211610, 0.442779, 0.180967)
C (-0.245019, 0.356792, -0.469010)
C (1.847360, -0.861398, -0.358343)
C (3.306414, -1.151728, 0.137445)
C (5.868176, -2.071716, -0.090277)
C (-2.651862, 0.686342, -0.081893)
C (-2.859640, 1.872814, -1.110716)
C (-3.691878, 0.842896, 1.000651)
H (2.278664, 0.645859, 1.874331)
H (0.740318, -0.244621, 2.035072)
H (1.754245, 1.196208, -0.235200)
H (1.951346, -0.759349, -1.462769)
H (1.233345, -1.703762, -0.175189)
H (3.920782, 0.011655, 0.255009)
H (3.391160, -1.575243, 1.238706)
H (6.197168, -0.985165, -0.256774)
H (5.650070, -2.223077, 1.058523)
H (6.610238, -2.754064, -0.575266)
H (-0.934552, 1.037680, 1.343283)
H (-2.679309, -0.317829, -0.439173)
H (-4.709359, 0.737627, 0.615387)
H (-3.798609, 1.839927, 1.381675)
H (-4.299860, -0.257570, 3.095821)
H (-1.400975, 1.070153, -2.141573)
N (1.215881, 0.533996, 1.521470)
N (-1.249576, 0.812988, 0.381860)
O (-0.489806, 0.038680, -1.629377)
O (-3.778308, 2.649163, -1.102126)
O (-1.944440, 1.946622, -2.140960)
S (4.210308, -2.420839, -0.899996)
S (-3.127765, -0.261893, 2.324469)

Atomic forces in eV per Å
-2.093 -4.658 -3.665
-0.547 2.110 2.098
2.491 0.383 -1.314
1.117 1.985 2.129
-0.790 0.502 0.873
0.611 2.402 0.204
0.377 -0.426 -2.640
-0.068 0.181 0.468
-3.492 -0.469 -0.744
0.966 0.772 -0.706
1.164 2.555 -1.361
-0.313 -0.146 0.627
-0.754 -0.941 0.304
-1.460 -3.464 -0.773
-0.502 0.917 -2.073
-0.628 -1.591 0.134
1.033 0.046 -2.291
-0.617 0.460 0.901
-0.653 0.030 -0.926
-0.515 -0.520 -1.118
0.267 -1.029 -0.151
0.744 0.720 0.188
1.225 0.020 -0.775
-0.682 1.355 -0.005
2.145 0.580 5.929
1.649 -0.823 -0.319
1.049 -0.881 0.527
0.334 -0.489 0.963
-0.877 -1.091 1.485
0.565 1.843 1.013
-1.747 -0.333 1.017

Here are the Löwdin charges for atoms 1 to 8, given in e:
1. C -0.384
2. C -0.336
3. C -0.241
4. C -0.532
5. C -0.425
6. C -0.287
7. C -0.428
8. C -0.514



Density functional theory data (ωB97M-V/def2-TZVPD) for 2 unconnected molecules or ions with the total composition C6H12O in a non-equilibrium geometry.

## Properties
E_LUMO in Eh: 0.02829
E_tot in eV: -8461.5289
Energy relative to the best compared isomer or geometry (same formula, charge and spin) in kJ/mol: 272.6
SMILES: C/C=C/C=C/C.O
HOMO energy in eV: -7.7
F_max in eV/A: 2.57

Element x y z (Å)
C (0.300453, 0.319368, -3.378394)
C (-0.389018, 0.582271, -2.039893)
C (0.065751, 0.281426, -0.817289)
C (-0.293572, 1.056707, 0.361439)
C (-0.185063, 0.597699, 1.623353)
C (0.134279, 1.413767, 2.838222)
H (0.048134, -0.644201, -3.838517)
H (-0.018878, 1.128080, -4.016508)
H (1.383518, 0.254216, -3.309248)
H (-0.895285, 1.531144, -2.114542)
H (0.485204, -0.687709, -0.551927)
H (-0.799093, 2.012203, 0.277801)
H (-0.456346, -0.442615, 1.821509)
H (-0.334921, 2.396810, 2.918085)
H (1.196993, 1.629877, 2.714586)
H (0.039081, 0.879326, 3.782951)
H (0.276832, -3.525630, 1.911065)
H (-0.638697, -3.401479, 0.647996)
O (0.241720, -3.234931, 0.998392)

Atomic forces in eV per Å
-0.693 -1.433 0.413
2.127 1.314 -0.579
-2.162 -1.192 0.550
-0.646 -0.187 0.788
-0.908 -0.386 0.229
0.140 0.348 -0.147
-0.362 0.190 -0.074
0.252 0.017 -0.540
0.086 0.448 0.238
-0.574 0.196 0.272
0.721 0.214 -0.439
1.007 0.755 -0.470
1.407 -0.288 -0.261
-0.267 -0.056 -0.128
0.139 0.074 0.288
-0.252 -0.039 -0.122
-0.280 -0.114 0.045
0.016 -0.102 0.300
0.251 0.241 -0.363

Here are the Löwdin charges for atoms 1 to 8, given in e:
1. C -0.104
2. C -0.149
3. C -0.131
4. C -0.142
5. C -0.169
6. C -0.109
7. H 0.065
8. H 0.057



Density functional theory data (ωB97M-V/def2-TZVPD) for a molecular structure, C37H44AsLaN7O3S in a non-equilibrium geometry.

## Properties
Charge: +3
E_LUMO (alpha / beta) in Eh: -0.32590 / -0.36996
E_tot in eV: -128166.0145
Energy relative to the best compared isomer or geometry (same formula, charge and spin) in kJ/mol: 56.4
HOMO energy (alpha / beta) in eV: -15.7 / -15.7
F_max in eV/A: 8.51

Element x y z (Å)
La (0.208016, 1.974198, -0.742861)
N (-0.736738, 4.420173, -2.157429)
N (-0.458321, 4.520129, -3.527089)
C (0.486286, 3.762484, -4.121937)
N (0.797738, 4.066557, -5.372502)
S (1.256996, 2.459697, -3.361081)
H (-1.741530, 4.505206, -2.042228)
H (-0.319911, 5.215341, -1.678302)
H (-0.783353, 5.346517, -4.010834)
H (0.383663, 4.838587, -5.874132)
H (1.476228, 3.503169, -5.857638)
O (-5.317374, 2.068970, 4.096151)
C (-5.575075, 1.579764, 2.807438)
C (-4.357075, 1.774277, 1.960566)
C (-4.293313, 1.278628, 0.660730)
C (-3.147426, 1.489632, -0.070057)
N (-2.071667, 2.144036, 0.395338)
C (-2.130780, 2.641139, 1.649814)
C (-3.251848, 2.462422, 2.446008)
C (-0.938801, 3.379745, 2.148572)
C (-1.008821, 4.189100, 3.273824)
C (0.129171, 4.834239, 3.741537)
C (0.066480, 5.799396, 4.893870)
O (0.302218, 7.070993, 4.321487)
C (1.322795, 4.622979, 3.063346)
C (1.310243, 3.836978, 1.929604)
N (0.209690, 3.237131, 1.457733)
H (-6.117140, 2.017027, 4.629430)
H (-6.410286, 2.103650, 2.324924)
H (-5.829601, 0.512331, 2.814301)
H (-5.121942, 0.734021, 0.226302)
H (-3.083331, 1.112530, -1.086602)
H (-3.297411, 2.831240, 3.459449)
H (-1.950111, 4.345418, 3.780593)
H (0.833146, 5.543254, 5.632977)
H (-0.911719, 5.745619, 5.379670)
H (0.292574, 7.748851, 5.006547)
H (2.244604, 5.078629, 3.398003)
H (2.229859, 3.666458, 1.378586)
O (1.944994, 1.128995, -0.106476)
N (1.111301, 0.390038, 0.569365)
C (-2.624762, -5.727826, 1.925382)
C (-1.660065, -4.689264, 1.445604)
C (-0.625436, -4.997920, 0.575727)
C (0.245618, -4.033843, 0.081591)
C (1.367827, -4.508864, -0.809460)
C (0.048143, -2.700354, 0.474290)
As (1.117344, -1.281676, -0.330438)
N (0.191046, -0.372712, -1.609919)
C (-0.713309, -0.939513, -2.430806)
C (-0.753238, -2.338432, -2.709605)
C (-1.648972, -2.851793, -3.611027)
C (-2.536263, -2.002075, -4.279742)
C (-2.488720, -0.618040, -4.061597)
C (-1.603367, -0.092816, -3.159862)
C (2.967901, -1.710654, -0.670931)
C (3.678946, -2.217039, 0.425615)
C (3.152800, -2.202170, 1.839425)
C (4.952014, -2.720869, 0.195956)
C (5.524749, -2.732953, -1.069727)
C (6.881917, -3.315185, -1.303742)
C (4.800899, -2.176236, -2.127294)
C (3.528503, -1.664924, -1.960157)
C (2.794477, -1.094833, -3.143956)
C (-0.958069, -2.361940, 1.404790)
C (-1.134917, -0.970941, 1.952926)
C (-1.787061, -3.365480, 1.868740)
H (-2.303148, -6.735120, 1.671954)
H (-3.601660, -5.556519, 1.468002)
H (-2.758825, -5.661052, 3.005105)
H (-0.473302, -6.026920, 0.270797)
H (1.007390, -5.254610, -1.518142)
H (2.131457, -4.994568, -0.199103)
H (1.855013, -3.706150, -1.356963)
H (-0.030816, -2.980871, -2.230451)
H (-1.652691, -3.914492, -3.812954)
H (-3.249325, -2.414770, -4.980907)
H (-3.146073, 0.035723, -4.618931)
H (-1.543424, 0.980606, -3.016921)
H (2.165322, -1.749319, 1.920833)
H (3.832510, -1.633656, 2.474581)
H (3.102867, -3.212603, 2.247010)
H (5.508678, -3.111031, 1.040434)
H (7.307213, -3.725018, -0.390782)
H (7.566279, -2.560126, -1.693783)
H (6.829682, -4.109781, -2.049661)
H (5.248058, -2.149553, -3.114310)
H (3.466116, -0.997109, -3.993948)
H (2.402042, -0.106000, -2.915509)
H (1.967345, -1.740236, -3.452132)
H (-0.222685, -0.623707, 2.439939)
H (-1.931267, -0.961031, 2.694221)
H (-1.395471, -0.262560, 1.165966)
H (-2.551718, -3.120730, 2.596876)

Atomic forces in eV per Å
-5.572 5.473 -3.371
0.026 -0.050 0.059
0.094 0.107 -0.253
-0.060 0.039 0.104
-0.117 0.079 -0.029
0.314 -0.031 -0.557
-0.078 -0.044 0.030
0.038 0.074 0.029
-0.041 0.060 0.056
0.020 -0.007 0.006
0.045 -0.021 -0.004
0.018 0.017 0.018
-0.170 -0.076 -0.041
0.217 0.039 -0.089
-0.078 -0.006 0.014
0.026 -0.001 -0.043
-0.480 0.131 0.459
-0.135 -0.060 -0.125
-0.062 -0.016 0.071
0.097 0.128 0.122
0.039 -0.055 -0.042
-0.063 -0.009 -0.053
0.022 0.063 0.089
0.010 0.014 -0.076
-0.010 0.011 -0.038
0.118 -0.021 0.030
-0.235 0.256 0.523
-0.005 0.010 0.030
0.016 0.008 0.018
0.018 0.013 0.012
0.008 0.019 -0.016
0.021 -0.025 0.007
0.062 0.006 -0.023
0.005 -0.001 0.006
-0.016 -0.034 -0.006
0.006 -0.018 -0.006
0.017 -0.031 0.035
-0.018 0.045 -0.018
-0.020 0.007 -0.029
5.016 -2.241 1.717
0.685 -2.378 1.629
-0.033 0.010 0.025
0.052 0.030 -0.018
-0.026 -0.017 0.027
0.248 0.098 -0.091
-0.159 -0.005 0.034
0.021 0.337 -0.042
0.924 -1.033 0.910
-0.886 -0.920 -0.812
0.659 -0.031 0.096
-0.082 -0.046 -0.110
0.145 -0.080 0.148
-0.006 -0.068 -0.011
-0.030 0.214 0.066
-0.085 0.031 -0.057
-0.204 0.005 -0.130
-0.222 0.151 0.059
0.135 -0.093 -0.154
0.048 0.002 -0.026
-0.129 0.038 0.100
0.088 -0.019 -0.053
0.018 -0.006 0.019
-0.143 0.026 -0.024
0.092 -0.093 0.046
0.017 0.091 -0.010
0.057 -0.144 -0.012
0.053 -0.043 -0.032
0.016 0.006 0.004
-0.002 -0.039 0.012
0.006 -0.030 -0.003
-0.027 0.001 -0.007
-0.017 0.014 -0.002
0.058 0.039 -0.027
0.044 -0.151 -0.091
-0.050 -0.107 -0.001
-0.047 0.014 -0.033
0.016 0.025 -0.026
-0.024 -0.022 0.012
-0.006 0.018 -0.066
-0.022 0.006 0.173
-0.040 0.040 0.008
-0.083 0.007 -0.005
0.025 -0.006 -0.021
0.003 -0.003 -0.005
-0.016 0.016 0.019
0.003 -0.011 0.020
-0.005 0.005 0.001
-0.012 -0.022 -0.003
-0.052 0.041 -0.072
-0.023 0.044 -0.034
-0.028 0.069 0.008
-0.019 0.028 -0.028
-0.024 0.073 -0.003
-0.002 0.033 -0.020

Here are the Löwdin charges for atoms 1 to 8, given in e:
1. La 1.765
2. N -0.020
3. N -0.071
4. C -0.821
5. N 0.143
6. S 0.613
7. H 0.108
8. H 0.114



Density functional theory data (ωB97M-V/def2-TZVPD) for a gas-phase ion, C4H14N4P (charge +1) in a non-equilibrium geometry.

## Properties
Charge: +1
E_LUMO in Eh: -0.10020
E_tot in eV: -19618.0315
Energy relative to the best compared isomer or geometry (same formula, charge and spin) in kJ/mol: 9.0
SMILES: NC1(N)CCC[P@]1(N)=[NH2+]
HOMO energy in eV: -13.4
F_max in eV/A: 3.14

Element x y z (Å)
C (-0.959403, -1.556553, -0.356846)
C (-1.328009, -0.604391, 0.689536)
C (0.511673, -1.739752, -0.196119)
C (-0.565623, 0.670659, 0.323797)
N (1.754101, 0.609290, -1.436714)
N (-0.571448, 1.717842, 1.253219)
N (2.170927, 0.035318, 1.136150)
N (-1.104324, 1.043626, -1.209000)
P (1.119251, -0.017486, -0.067593)
H (-1.434224, -2.466741, -0.185215)
H (-1.401817, -1.207395, -1.209951)
H (-2.477851, -0.450822, 0.743727)
H (-0.921236, -0.955328, 1.654169)
H (0.807676, -2.127813, 0.745413)
H (0.916165, -2.168395, -1.030680)
H (1.097830, 1.077180, -2.141949)
H (-1.480478, 2.068449, 1.534552)
H (-0.060894, 2.497272, 0.842313)
H (2.989116, 0.583881, 1.000771)
H (1.981878, 0.139057, 2.108344)
H (2.492114, 0.015813, -1.775704)
H (-2.111186, 0.807813, -1.140301)
H (-1.424240, 2.028473, -1.281927)

Atomic forces in eV per Å
0.062 -1.369 1.957
-1.746 1.552 1.657
0.002 2.919 -0.241
-1.336 0.815 -2.720
-0.962 0.858 -0.326
0.691 0.773 -0.020
1.551 0.528 0.470
-1.317 0.489 1.957
-2.505 -0.748 -0.779
-0.826 -1.823 0.410
0.024 0.659 -2.850
1.953 0.023 0.187
-0.593 0.203 -0.001
0.042 -1.095 0.696
1.545 -1.636 -1.816
1.263 -1.217 1.442
-0.092 -0.365 -0.047
-0.067 0.105 0.479
0.817 0.463 -0.583
-0.979 -0.379 0.675
0.247 0.230 -0.760
0.527 -1.262 -0.222
1.700 0.275 0.435

Here are the Löwdin charges for atoms 1 to 8, given in e:
1. C -0.263
2. C -0.191
3. C -0.184
4. C -0.560
5. N -0.056
6. N 0.064
7. N -0.028
8. N 0.017



Q: The lowest energy relative to the best compared isomer or geometry (same formula, charge and spin) belongs to which entry?
A: C4H14N4P